w | Below is an isolated ion of composition C4H9N4 and charge +1, with properties calculated with the ωB97M-V functional and the def2-TZVPD basis.

```
17
C4H9N4 (the ωB97M-V functional and the def2-TZVPD basis)
H 2.924 1.009 1.829
N 2.030 0.689 1.392
N 1.823 -0.523 1.506
C 0.737 -1.095 0.971
C 0.463 -2.393 1.035
C -0.382 -0.133 -0.153
N -1.384 -0.738 -0.776
N -0.132 1.107 -0.368
C -0.821 1.920 -1.221
H 1.098 -3.078 1.541
H -0.422 -2.878 0.508
H -1.708 -1.605 -0.376
H -1.982 -0.153 -1.336
H 0.795 1.355 -0.064
H -0.614 1.705 -2.259
H -0.457 2.972 -1.106
H -1.966 1.839 -1.122
```

Properties
SMILES: [H]/N=N/C(=C)/C(N)=[NH+]/C
Total charge: +1
HOMO-LUMO gap (eV): 8.99

=====

x | Below is an isolated ion of composition C4H9N4 and charge +1, with properties calculated with the ωB97M-V functional and the def2-TZVPD basis.

```
17
C4H9N4 (the ωB97M-V functional and the def2-TZVPD basis)
H -0.328 1.032 -3.012
N -0.608 0.349 -2.308
N -1.794 0.642 -2.048
N -2.623 0.399 -1.108
C -2.269 0.696 0.112
N -0.984 0.863 0.523
C 0.067 0.042 0.265
C 1.509 0.492 0.522
C -0.180 -1.407 0.234
H -2.957 1.017 0.839
H -0.653 1.786 0.728
H 2.148 -0.356 0.289
H 1.784 0.724 1.500
H 1.693 1.341 -0.121
H -1.205 -1.450 0.012
H 0.092 -1.926 1.173
H 0.299 -2.095 -0.359
```

Properties
SMILES: [H]/N=N/N=C\[NH+]=C(C)C
Total charge: +1
HOMO-LUMO gap (alpha / beta) (eV): 8.35 / 8.35

=====

Relative calculated energies, zero for the most stable structure, unit kcal/mol: w 0.0; x 38.2.

=====

w | Below is a 8-piece molecular cluster, C32H88N8O8 overall, with properties calculated with the ωB97M-V functional and the def2-TZVPD basis.

```
136
C32H88N8O8 (the ωB97M-V functional and the def2-TZVPD basis)
C 6.977 -10.623 4.827
O 7.920 -9.896 5.547
C 7.493 -9.519 6.873
C 8.652 -8.757 7.586
C 8.383 -8.534 9.120
N 8.683 -7.384 7.043
H 6.671 -11.522 5.363
H 7.414 -11.058 3.929
H 6.185 -9.962 4.476
H 6.630 -8.863 6.759
H 7.240 -10.383 7.486
H 9.601 -9.213 7.307
H 9.090 -7.796 9.498
H 8.520 -9.438 9.713
H 7.372 -8.131 9.175
H 7.820 -6.865 6.953
H 9.017 -7.454 6.093
C 9.929 1.160 9.894
O 9.675 -0.024 9.107
C 10.649 -0.134 8.081
C 12.029 -0.694 8.625
C 13.092 -0.878 7.618
N 11.655 -1.864 9.374
H 10.888 1.130 10.411
H 9.178 1.314 10.670
H 9.891 2.042 9.254
H 10.175 -0.811 7.370
H 10.668 0.842 7.597
H 12.470 0.000 9.341
H 13.598 0.055 7.373
H 12.913 -1.461 6.714
H 13.793 -1.450 8.226
H 10.734 -1.547 9.643
H 11.413 -2.644 8.781
C 8.258 -2.413 2.379
O 7.218 -2.762 3.250
C 6.223 -1.700 3.367
C 5.213 -2.347 4.304
C 3.997 -1.434 4.467
N 5.665 -2.720 5.637
H 8.941 -3.262 2.360
H 8.864 -1.546 2.642
H 7.863 -2.389 1.364
H 6.564 -0.767 3.816
H 5.677 -1.694 2.424
H 4.943 -3.282 3.812
H 3.334 -2.026 5.098
H 3.569 -1.212 3.490
H 4.237 -0.512 4.997
H 4.835 -2.829 6.203
H 6.273 -2.000 6.001
C 5.645 -19.684 0.331
O 6.213 -18.784 -0.630
C 6.232 -19.350 -1.949
C 7.314 -18.557 -2.811
C 7.043 -17.072 -3.106
N 7.634 -19.177 -4.037
H 4.580 -19.755 0.110
H 5.843 -19.184 1.279
H 6.017 -20.708 0.297
H 6.461 -20.415 -1.968
H 5.226 -19.320 -2.367
H 8.241 -18.578 -2.237
H 8.043 -16.681 -3.294
H 6.662 -16.593 -2.203
H 6.286 -16.926 -3.876
H 8.325 -18.551 -4.425
H 8.170 -19.994 -3.783
C 18.974 -3.965 5.128
O 18.423 -4.997 4.364
C 17.918 -6.123 5.057
C 17.339 -7.113 4.045
C 16.614 -8.330 4.626
N 18.359 -7.765 3.254
H 19.948 -4.273 5.507
H 18.382 -3.507 5.921
H 19.345 -3.236 4.408
H 18.642 -6.559 5.746
H 17.107 -5.908 5.754
H 16.776 -6.494 3.346
H 17.343 -8.979 5.112
H 16.119 -8.915 3.851
H 15.965 -8.117 5.475
H 18.609 -8.640 3.692
H 19.198 -7.209 3.174
C 7.906 -16.330 8.167
O 8.991 -17.134 7.616
C 9.888 -16.372 6.837
C 10.717 -15.300 7.616
C 11.584 -14.352 6.835
N 11.449 -16.019 8.602
H 8.011 -15.802 9.115
H 7.183 -17.123 8.359
H 7.459 -15.726 7.377
H 10.409 -17.164 6.299
H 9.373 -15.776 6.083
H 10.102 -14.581 8.156
H 12.418 -14.843 6.333
H 11.803 -13.591 7.585
H 10.908 -13.924 6.095
H 10.880 -16.773 8.958
H 12.326 -16.342 8.217
C 4.044 -4.126 16.410
O 3.469 -3.575 17.571
C 2.735 -4.395 18.556
C 2.564 -3.829 19.933
C 1.609 -4.645 20.709
N 2.012 -2.457 19.929
H 4.893 -4.750 16.687
H 4.229 -3.493 15.543
H 3.390 -4.913 16.034
H 1.794 -4.434 18.008
H 3.294 -5.319 18.701
H 3.524 -3.805 20.448
H 2.054 -5.628 20.868
H 0.719 -4.842 20.112
H 1.407 -4.343 21.737
H 2.495 -1.823 19.309
H 2.246 -2.064 20.829
C 4.226 -12.135 14.603
O 5.328 -12.643 15.315
C 5.165 -12.690 16.698
C 5.212 -11.292 17.446
C 6.457 -10.504 17.219
N 5.078 -11.330 18.924
H 4.070 -12.781 13.739
H 4.405 -11.121 14.244
H 3.335 -12.077 15.229
H 4.344 -13.385 16.876
H 6.057 -13.257 16.964
H 4.339 -10.718 17.138
H 7.273 -10.958 17.782
H 6.294 -9.480 17.556
H 6.635 -10.456 16.145
H 5.841 -11.837 19.349
H 4.273 -11.910 19.113
```

Properties
SMILES: COC[C@H](C)N.COC[C@H](C)N.COC[C@H](C)N.COC[C@H](C)N.COC[C@H](C)N.COC[C@H](C)N.COC[C@H](C)N.COC[C@H](C)N
HOMO-LUMO gap (eV): 9.25

=====

x | Below is a 8-piece molecular cluster, C32H88N8O8 overall, with properties calculated with the ωB97M-V functional and the def2-TZVPD basis.

```
136
C32H88N8O8 (the ωB97M-V functional and the def2-TZVPD basis)
C -7.211 -5.871 -2.751
O -8.356 -5.841 -1.948
C -9.552 -5.217 -2.529
C -10.742 -5.768 -1.766
C -12.044 -5.260 -2.253
N -10.625 -5.388 -0.345
H -6.940 -4.880 -3.115
H -7.477 -6.469 -3.623
H -6.316 -6.180 -2.212
H -9.582 -4.129 -2.590
H -9.660 -5.624 -3.534
H -10.597 -6.844 -1.867
H -12.894 -5.872 -1.950
H -12.162 -5.198 -3.335
H -12.472 -4.371 -1.789
H -11.214 -5.943 0.260
H -9.643 -5.521 -0.149
C -6.617 -11.779 6.087
O -6.576 -11.482 4.761
C -6.144 -10.200 4.333
C -6.552 -9.787 2.870
C -6.082 -10.784 1.810
N -6.099 -8.541 2.362
H -6.981 -12.802 6.177
H -7.299 -11.082 6.575
H -5.644 -11.642 6.558
H -6.569 -9.457 5.008
H -5.062 -10.078 4.377
H -7.623 -9.595 2.920
H -6.373 -10.498 0.799
H -6.565 -11.742 2.002
H -5.002 -10.920 1.862
H -5.136 -8.642 2.074
H -6.581 -8.299 1.509
C 7.323 -4.387 -2.944
O 8.447 -4.810 -3.762
C 9.527 -3.931 -3.884
C 10.554 -4.361 -4.923
C 10.216 -4.257 -6.404
N 11.050 -5.736 -4.753
H 6.462 -5.053 -2.902
H 6.933 -3.416 -3.248
H 7.489 -4.242 -1.876
H 9.171 -2.931 -4.134
H 10.028 -3.954 -2.916
H 11.412 -3.694 -4.847
H 10.966 -4.529 -7.147
H 9.907 -3.257 -6.708
H 9.346 -4.902 -6.525
H 10.346 -6.458 -4.810
H 11.647 -5.990 -5.526
C 8.949 1.658 1.736
O 10.380 1.805 1.643
C 10.977 2.721 2.578
C 11.294 2.070 3.913
C 11.624 0.485 3.734
N 10.243 2.199 4.934
H 8.405 2.503 1.314
H 8.652 1.695 2.784
H 8.720 0.689 1.291
H 11.895 3.054 2.093
H 10.459 3.660 2.774
H 12.178 2.520 4.366
H 12.467 0.243 3.086
H 10.638 0.062 3.542
H 11.825 0.057 4.716
H 9.342 2.261 4.482
H 10.126 1.404 5.546
C 0.833 1.378 -0.553
O 0.425 0.241 0.154
C 0.743 -1.046 -0.353
C -0.091 -2.072 0.395
C 0.242 -3.416 0.045
N -1.408 -1.781 0.065
H 0.156 1.505 -1.398
H 1.887 1.395 -0.830
H 0.591 2.210 0.108
H 0.721 -1.084 -1.442
H 1.801 -1.203 -0.144
H -0.035 -1.942 1.475
H -0.342 -4.182 0.553
H 1.267 -3.662 0.323
H 0.065 -3.541 -1.023
H -1.448 -1.798 -0.944
H -1.655 -0.824 0.275
C 3.371 8.090 9.210
O 3.098 7.865 7.799
C 4.328 7.739 7.027
C 4.046 7.224 5.581
C 3.485 5.829 5.610
N 5.318 7.384 4.912
H 3.816 9.077 9.339
H 4.104 7.428 9.671
H 2.406 8.132 9.715
H 4.770 8.733 6.956
H 5.028 7.032 7.473
H 3.496 7.931 4.959
H 2.541 5.797 6.155
H 4.133 5.106 6.106
H 3.298 5.561 4.570
H 5.964 6.655 5.179
H 5.604 8.353 4.914
C -4.921 4.528 1.763
O -5.759 4.161 0.718
C -5.071 3.170 -0.075
C -5.760 2.950 -1.376
C -6.208 4.218 -2.124
N -6.986 2.161 -1.169
H -5.413 5.019 2.601
H -4.194 5.199 1.305
H -4.322 3.725 2.194
H -4.002 3.374 -0.119
H -5.030 2.236 0.486
H -5.165 2.401 -2.107
H -7.094 4.636 -1.647
H -6.480 4.040 -3.165
H -5.476 5.026 -2.141
H -6.917 1.417 -0.489
H -7.732 2.760 -0.845
C -1.503 8.180 -4.331
O -1.570 7.643 -5.604
C -2.594 8.098 -6.543
C -2.503 9.629 -6.905
C -3.770 10.064 -7.657
N -1.360 9.696 -7.769
H -0.476 8.240 -3.971
H -2.239 7.921 -3.569
H -1.778 9.232 -4.252
H -2.341 7.519 -7.431
H -3.605 7.821 -6.243
H -2.357 10.128 -5.947
H -4.243 9.416 -8.394
H -3.645 11.071 -8.055
H -4.618 10.234 -6.993
H -0.514 9.415 -7.293
H -1.520 9.082 -8.554
```

Properties
SMILES: COC[C@H](C)N.COC[C@H](C)N.COC[C@H](C)N.COC[C@H](C)N.COC[C@H](C)N.COC[C@H](C)N.COC[C@H](C)N.COC[C@H](C)N
HOMO-LUMO gap (eV): 9.26

=====

Relative calculated energies, zero for the most stable structure, unit kcal/mol: w 0.0; x 9.3.

=====

w | Below is CH4INS as an isolated structure, with properties calculated with the ωB97M-V functional and the def2-TZVPD basis.

```
8
CH4INS (the ωB97M-V functional and the def2-TZVPD basis)
C 1.274 -0.070 0.205
N -1.954 -0.198 -0.988
S -1.355 -1.254 -0.116
I -3.111 1.476 -0.221
H 0.486 -0.387 -0.454
H 2.078 0.508 -0.237
H 0.881 0.742 0.842
H 1.701 -0.817 0.970
```

Properties
HOMO-LUMO gap (alpha / beta) (eV): 7.09 / 7.09

=====

x | Below is CH4INS as an isolated structure, with properties calculated with the ωB97M-V functional and the def2-TZVPD basis.

```
8
CH4INS (the ωB97M-V functional and the def2-TZVPD basis)
C 0.619 0.168 1.222
N -0.982 -1.023 -0.684
S -1.348 -0.101 -1.841
I 1.115 2.131 0.471
H 1.463 -0.375 1.678
H -0.298 0.051 1.784
H -0.144 -0.441 0.281
H -0.426 -0.408 -2.910
```

Properties
HOMO-LUMO gap (eV): 7.76

=====

Relative calculated energies, zero for the most stable structure, unit kcal/mol: w 0.0; x 33.4.